Entry 1:
C14H31As3F3INO4PdS as an isolated structure in a non-equilibrium geometry, computed with wB97M-V/def2-TZVPD.

Each line ends with the natural charge from an NBO analysis.
CARTESIAN COORDINATES (ANGSTROEM)
Pd: -0.616 -0.653 -1.573  0.071
C: 3.061 0.284 -0.238  -0.957
As: 1.277 -0.374 0.199  0.932
C: 1.883 -1.649 1.588  -0.958
C: 0.810 1.223 1.316  -0.719
C: -0.684 1.410 1.630  -0.085
C: -1.172 0.199 2.435  -0.624
C: -1.466 1.566 0.300  -0.705
As: -3.305 0.811 0.133  0.829
C: -2.910 -1.124 0.044  -0.928
C: -3.433 1.052 -1.819  -0.939
C: -0.928 2.691 2.449  -0.701
As: -0.031 3.187 4.156  0.848
C: 1.704 3.809 3.452  -0.950
C: 0.693 1.547 4.988  -0.956
H: 3.610 0.541 0.670  0.196
H: 2.955 1.158 -0.878  0.251
H: 3.600 -0.479 -0.798  0.238
H: 2.583 -1.207 2.299  0.200
H: 2.380 -2.456 1.048  0.230
H: 1.035 -2.082 2.119  0.223
H: 1.167 2.079 0.734  0.225
H: 1.386 1.172 2.242  0.200
H: -0.979 -0.715 1.873  0.221
H: -2.242 0.276 2.645  0.208
H: -0.643 0.137 3.386  0.207
H: -0.858 1.142 -0.533  0.226
H: -1.590 2.629 0.071  0.217
H: -2.901 -1.609 1.017  0.223
H: -1.893 -1.271 -0.416  0.181
H: -3.659 -1.621 -0.574  0.226
H: -3.505 2.103 -2.099  0.221
H: -4.323 0.542 -2.190  0.218
H: -2.558 0.618 -2.319  0.228
H: -2.001 2.749 2.661  0.223
H: -0.698 3.562 1.825  0.219
H: 1.554 4.615 2.734  0.223
H: 2.255 3.005 2.967  0.219
H: 2.298 4.195 4.281  0.216
H: -0.095 0.976 5.477  0.224
H: 1.392 1.880 5.757  0.221
H: 1.228 0.902 4.293  0.217
F: 3.218 0.879 -4.317  -0.345
C: 2.028 0.405 -4.745  0.674
F: 2.295 -0.644 -5.550  -0.343
F: 1.483 1.358 -5.525  -0.341
S: 0.950 -0.062 -3.278  2.301
O: 1.689 -1.241 -2.856  -0.976
O: 1.081 1.179 -2.533  -0.983
O: -0.307 -0.283 -3.990  -0.989
N: -1.229 -3.006 -2.961  -0.800
C: -0.645 -3.916 -2.149  0.639
O: -0.378 -3.737 -0.974  -0.608
C: -0.368 -5.279 -2.767  -0.583
I: -2.173 -6.246 -3.405  0.051
H: -1.189 -1.971 -2.672  0.377
H: -1.194 -3.139 -3.959  0.393
H: 0.087 -5.924 -2.026  0.242
H: 0.268 -5.198 -3.645  0.234

Summary:
Energy relative to the best compared isomer or geometry (same formula, charge and spin) = 50.9 kcal per mole
Net charge = -1
HOMO energy = -4.23 eV

=====

Entry 2:
C14H33N3NbORbSi as an isolated structure in a non-equilibrium geometry, computed with wB97M-V/def2-TZVPD.

Each line ends with the natural charge from an NBO analysis.
CARTESIAN COORDINATES (ANGSTROEM)
N: -2.127 -0.247 0.553  -0.917
C: -3.142 -0.898 0.712  0.903
O: -4.088 -1.572 0.939  -0.409
Rb: -2.092 2.440 1.986  0.975
Nb: -0.073 0.025 0.407  1.622
N: 0.028 1.801 -0.488  -0.660
N: 0.775 -1.435 -0.690  -0.637
C: -0.542 2.586 -1.590  0.097
C: 0.134 -2.424 -1.577  0.103
C: -0.217 4.077 -1.401  -0.615
C: 0.065 2.107 -2.913  -0.620
C: -2.059 2.375 -1.598  -0.609
C: -0.516 -3.490 -0.706  -0.607
C: 1.146 -3.098 -2.505  -0.629
C: -0.930 -1.746 -2.424  -0.626
H: -0.518 4.443 -0.407  0.197
H: -0.752 4.672 -2.155  0.256
H: 0.856 4.269 -1.524  0.228
H: 1.146 2.294 -2.935  0.216
H: -0.405 2.646 -3.748  0.250
H: -0.107 1.032 -3.061  0.214
H: -2.341 1.310 -1.562  0.223
H: -2.474 2.801 -2.524  0.260
H: -2.566 2.895 -0.760  0.176
H: 0.246 -3.977 -0.087  0.218
H: -1.004 -4.239 -1.346  0.249
H: -1.267 -3.040 -0.044  0.195
H: 1.839 -3.745 -1.956  0.224
H: 1.707 -2.357 -3.081  0.223
H: 0.608 -3.740 -3.214  0.249
H: -1.389 -2.498 -3.087  0.255
H: -0.480 -0.975 -3.065  0.219
H: -1.731 -1.298 -1.817  0.198
C: 1.476 1.977 -0.191  -0.412
H: 1.852 1.075 0.379  0.193
H: 2.081 2.072 -1.108  0.253
H: 1.645 2.872 0.438  0.245
C: 2.124 -1.799 -0.231  -0.434
H: 2.454 -1.123 0.568  0.208
H: 2.149 -2.837 0.137  0.237
H: 2.839 -1.706 -1.060  0.241
C: 1.878 -0.915 3.357  -1.065
Si: 0.287 0.019 2.902  1.007
C: -1.054 -1.006 3.761  -1.067
C: 0.433 1.604 3.942  -1.081
H: 1.888 -1.932 2.932  0.248
H: 1.923 -0.983 4.458  0.272
H: 2.766 -0.378 2.992  0.243
H: -0.815 -1.053 4.837  0.274
H: -2.074 -0.605 3.644  0.226
H: -1.056 -2.029 3.360  0.256
H: 0.857 1.314 4.914  0.285
H: 1.129 2.313 3.471  0.245
H: -0.513 2.124 4.166  0.207

Summary:
Net charge = +2
HOMO energy (spin up / spin down) = -15.36 / -15.36 eV

=====

Entry 3:
A 9-piece molecular cluster, C24H57N6O8 overall in a non-equilibrium geometry, computed with wB97M-V/def2-TZVPD.

Each line ends with the Löwdin charge.
CARTESIAN COORDINATES (ANGSTROEM)
N: 22.960 4.487 7.379  0.297
H: 23.568 5.261 7.114  0.146
H: 22.996 4.480 8.399  0.133
H: 23.344 3.591 7.075  0.147
H: 21.962 4.578 7.051  0.070
C: 20.237 9.138 8.840  0.002
N: 20.083 8.030 9.836  -0.350
C: 18.693 8.114 10.427  0.051
C: 20.160 6.757 9.053  0.003
C: 21.189 8.149 10.867  -0.088
C: 21.000 7.374 12.147  -0.238
O: 20.550 6.045 12.041  -0.039
H: 19.613 8.960 7.969  0.111
H: 21.268 9.021 8.504  0.100
H: 20.068 10.110 9.292  0.119
H: 17.961 7.820 9.685  0.104
H: 18.628 9.150 10.758  0.116
H: 18.671 7.525 11.338  0.101
H: 21.123 6.694 8.553  0.088
H: 19.321 6.780 8.365  0.106
H: 20.049 5.888 9.694  0.107
H: 21.382 9.203 11.064  0.145
H: 22.042 7.821 10.265  0.133
H: 20.297 7.886 12.808  0.132
H: 21.922 7.439 12.737  0.138
H: 21.249 5.481 11.694  0.098
C: 19.189 5.369 4.434  -0.005
C: 20.238 5.350 5.534  -0.721
O: 20.445 4.280 6.163  -0.079
O: 20.715 6.485 5.794  -0.083
H: 19.583 5.828 3.527  0.061
H: 18.292 5.946 4.669  0.067
H: 18.793 4.376 4.214  0.061
C: 18.933 3.710 0.906  -0.345
O: 19.227 4.652 0.194  -0.004
N: 17.830 3.635 1.683  -0.199
C: 16.795 4.645 1.476  -0.034
C: 17.463 2.477 2.451  -0.068
H: 19.590 2.827 0.980  0.138
H: 16.838 5.294 2.360  0.078
H: 15.837 4.152 1.334  0.092
H: 17.017 5.356 0.687  0.080
H: 18.292 1.776 2.556  0.090
H: 17.160 2.718 3.472  0.084
H: 16.637 1.950 1.963  0.093
C: 19.850 0.473 6.402  -0.337
O: 19.020 0.041 5.630  0.016
N: 20.312 -0.222 7.469  -0.206
C: 21.140 0.384 8.487  -0.075
C: 20.113 -1.649 7.646  -0.035
H: 20.262 1.493 6.312  0.118
H: 21.434 1.403 8.236  0.063
H: 22.104 -0.149 8.490  0.088
H: 20.713 0.239 9.479  0.090
H: 19.287 -1.967 7.018  0.090
H: 21.055 -2.163 7.447  0.095
H: 19.853 -1.856 8.687  0.089
C: 23.595 7.737 0.933  -0.347
O: 24.129 8.768 1.282  0.011
N: 22.868 6.925 1.737  -0.196
C: 22.356 5.633 1.294  -0.036
C: 22.526 7.378 3.067  -0.064
H: 23.840 7.248 -0.025  0.135
H: 22.661 4.870 2.009  0.087
H: 22.629 5.401 0.270  0.091
H: 21.271 5.778 1.306  0.068
H: 22.647 6.542 3.769  0.078
H: 23.230 8.132 3.402  0.088
H: 21.453 7.576 3.089  0.067
C: 19.349 10.154 0.592  -0.030
C: 18.511 9.791 1.773  -0.533
O: 17.636 10.531 2.160  0.055
C: 18.556 8.369 2.295  -0.024
H: 19.376 11.235 0.474  0.087
H: 18.856 9.678 -0.259  0.096
H: 20.385 9.826 0.680  0.072
H: 18.298 8.347 3.353  0.077
H: 19.573 7.972 2.248  0.046
H: 17.927 7.704 1.704  0.081
C: 14.131 7.077 8.318  -0.020
C: 15.342 6.175 8.235  -0.494
O: 15.924 5.870 9.254  0.038
C: 15.810 5.736 6.858  -0.006
H: 14.205 7.712 9.199  0.081
H: 13.197 6.518 8.388  0.095
H: 14.081 7.732 7.447  0.080
H: 15.661 4.653 6.879  0.098
H: 16.872 5.929 6.724  0.066
H: 15.201 6.203 6.090  0.078
C: 21.696 9.476 5.624  -0.058
C: 21.206 10.251 4.467  -0.254
N: 20.828 10.881 3.587  0.183
H: 20.873 9.531 6.326  0.045
H: 22.670 9.898 5.851  0.094
H: 21.754 8.448 5.260  0.029

Summary:
Net charge = +1
HOMO energy = -10.49 eV